1.
Density functional theory data (ωB97M-V/def2-TZVPD) for 7 unconnected molecules or ions with the total composition C5H24O7 in a non-equilibrium geometry.

The geometry in XYZ format:
```
36
Properties=species:S:1:pos:R:3:lowdin_charge:R:1
C -10.09052 -7.86360 -1.05439 -0.16
O -9.49760 -6.61886 -0.71164 -0.13
H -9.93211 -8.20110 -2.07640 0.08
H -9.76538 -8.67731 -0.39404 0.05
H -11.15858 -7.73844 -0.89112 0.08
H -8.54698 -6.64958 -0.94085 0.04
C -6.25214 -8.36217 -0.69821 -0.07
O -6.51544 -6.88588 -0.98318 -0.16
H -7.07501 -8.68545 -0.09112 0.04
H -6.12326 -8.95867 -1.61909 0.09
H -5.30688 -8.44380 -0.15005 0.07
H -6.00726 -6.74729 -1.79927 0.07
C -8.38206 -13.06033 -1.56977 -0.16
O -9.15998 -13.55581 -2.66312 -0.12
H -8.52083 -11.98045 -1.52628 0.07
H -8.78482 -13.46093 -0.64690 0.07
H -7.32572 -13.35668 -1.57568 0.08
H -8.75806 -13.36562 -3.50828 0.06
C -11.47133 -9.74141 5.99188 -0.17
O -10.80065 -10.11511 4.82684 -0.13
H -10.73350 -9.35144 6.70882 0.08
H -12.21132 -8.97039 5.83786 0.07
H -12.00493 -10.60531 6.35475 0.08
H -10.16683 -9.46819 4.50663 0.03
C -9.85245 -10.95365 1.51073 -0.10
O -8.71262 -10.15903 1.14173 -0.18
H -10.59777 -10.85310 0.72019 0.08
H -9.46448 -11.96506 1.60713 0.08
H -10.29889 -10.62051 2.43375 0.05
H -8.67475 -9.37816 1.70621 0.04
O -9.21894 -8.09408 3.25940 -0.03
H -8.39351 -7.64236 3.44518 0.07
H -9.82323 -7.41158 2.91789 0.09
O -6.03020 -11.30226 0.49880 -0.05
H -5.68394 -11.96739 1.07300 0.02
H -6.88731 -11.08792 0.88358 0.00
```

Properties
- largest force on an atom (eV/Å) = 2.43
- E_tot (eV) = -19904.6029
- charge = 0
- SMILES = CO.CO.CO.CO.CO.O.O
- E_HOMO (eV) = -9.84
- energy relative to the best compared isomer or geometry (same formula, charge and spin) (kcal/mol) = 44.1



2.
Density functional theory data (ωB97M-V/def2-TZVPD) for 7 unconnected molecules or ions with the total composition C5H25N2O6 in a non-equilibrium geometry.

The geometry in XYZ format:
```
38
Properties=species:S:1:pos:R:3:lowdin_charge:R:1
C -0.06828 -2.61550 -0.10969 -0.12
C 1.30802 -1.99224 -0.08629 -0.26
C 1.62676 -1.20351 1.18759 -0.18
C 1.06644 0.22314 1.30629 -0.14
N 1.29084 2.82273 -0.05801 0.19
C 0.43957 1.85759 -0.45774 -0.14
N 0.32543 0.68177 0.11469 0.07
H -0.20839 -3.38838 0.68823 0.09
H -0.84861 -1.85017 -0.01321 0.04
H -0.26213 -3.10833 -1.05721 0.08
H 2.04746 -2.84136 -0.21739 0.13
H 1.47011 -1.34276 -0.97428 0.09
H 1.20982 -1.78814 2.02074 0.11
H 2.68386 -1.20324 1.36289 0.10
H 1.88895 0.92490 1.53495 0.10
H 0.39276 0.32146 2.20365 0.14
H 2.08477 2.64956 0.53941 0.09
H 1.29742 3.68910 -0.52205 0.11
H -0.28073 2.07142 -1.31395 0.16
H -0.32057 0.02486 -0.26601 0.08
H -2.60582 0.18119 1.85928 -0.01
H -3.04340 1.57410 2.30223 0.10
O -2.52052 1.10535 1.61835 -0.05
H 1.26694 0.54026 -3.53946 0.07
H 0.10162 0.15111 -2.59319 0.00
O 0.98667 0.58244 -2.60901 -0.09
H -3.47957 -1.99220 2.41140 0.08
H -1.99667 -2.16213 2.10231 0.03
O -2.65192 -1.51307 2.30139 -0.02
H -2.70650 1.51443 0.02344 0.02
H -3.56340 2.00663 -1.18575 0.07
O -2.67551 1.69364 -0.96610 -0.09
H 3.24495 0.79977 -0.69930 0.05
H 4.56894 1.35168 -0.14917 0.09
O 3.59931 1.30777 0.03871 -0.06
H -2.07582 -0.94626 -2.77366 0.10
H -2.09450 0.29295 -1.86019 0.01
O -1.49829 -0.42055 -2.16391 -0.08
```

Properties
- largest force on an atom (eV/Å) = 2.17
- E_tot (eV) = -20851.4341
- charge = +1
- E_HOMO (eV) = -13.48
- energy relative to the best compared isomer or geometry (same formula, charge and spin) (kcal/mol) = 0.0



3.
Density functional theory data (ωB97M-V/def2-TZVPD) for 7 unconnected molecules or ions with the total composition C5H25N2O7 in a non-equilibrium geometry.

The geometry in XYZ format:
```
39
Properties=species:S:1:pos:R:3:lowdin_charge:R:1
C 0.24610 0.59809 1.45768 -0.25
N 1.63385 0.18321 1.33986 -0.05
C 1.97057 -1.08089 2.08978 -0.39
O 1.44972 -2.25468 1.56870 -0.32
C 0.08910 1.97248 0.72327 -0.20
C -1.17228 2.06341 -0.08982 -0.23
C -1.32562 3.11834 -1.20073 -0.27
N -0.60152 2.65981 -2.39040 -0.03
H -0.54195 0.02221 0.97650 0.07
H -0.08030 0.76137 2.49006 0.12
H 1.65531 -0.12451 0.37845 0.06
H 1.67092 -1.02865 3.14367 0.10
H 3.05974 -1.05428 1.91900 0.09
H 0.37903 2.90591 1.22076 0.11
H 0.99855 1.94564 0.09021 0.09
H -1.45774 1.09656 -0.49300 0.09
H -1.97601 2.31917 0.62793 0.10
H -2.40103 3.19411 -1.36521 0.10
H -0.91040 4.11932 -1.06039 0.10
H -0.91852 1.80087 -2.84243 0.02
H 0.36954 2.53806 -2.16475 0.04
H -1.33833 -3.11712 2.00821 0.04
H -0.24921 -2.16954 1.94025 0.01
O -1.25343 -2.16562 1.91964 -0.12
H 3.23551 0.59249 -1.52430 0.03
H 2.97149 -0.90867 -0.96647 -0.01
O 3.31819 -0.35557 -1.67412 -0.07
H -2.94580 -1.28510 2.09409 0.01
H -2.92637 0.14904 1.78799 0.01
O -3.20676 -0.67377 1.39764 -0.08
H 2.07813 -3.38921 -1.19270 0.01
H 1.63622 -2.54301 0.07031 -0.01
O 1.54865 -2.64474 -0.95357 -0.12
H -0.48605 -2.32344 -0.84138 0.03
H -1.57083 -1.36044 -0.62952 0.02
O -1.31009 -2.03047 -1.27521 -0.06
H 0.06369 -0.68156 -3.31492 0.05
H -1.10210 -0.74613 -2.35184 0.00
O -0.59999 -0.10272 -2.91323 -0.10
```

Properties
- largest force on an atom (eV/Å) = 2.68
- E_tot (eV) = -22904.1702
- charge = -1
- E_HOMO (eV) = -5.02
- energy relative to the best compared isomer or geometry (same formula, charge and spin) (kcal/mol) = 30.8



4.
Density functional theory data (ωB97M-V/def2-TZVPD) for 7 unconnected molecules or ions with the total composition C5H25N2O7 in a non-equilibrium geometry.

The geometry in XYZ format:
```
39
Properties=species:S:1:pos:R:3:lowdin_charge:R:1
C -1.87858 2.89060 -1.45888 -0.20
O -2.05643 4.05386 -0.67824 -0.04
C -1.57856 1.61673 -0.64151 -0.23
C -1.89665 0.30049 -1.44410 -0.12
C -0.75197 -0.65144 -1.47741 -0.16
C 0.01847 -0.93918 -2.54249 -0.18
N 0.89277 -1.99331 -2.53774 0.08
N -0.11996 1.64739 -0.26484 0.18
H -2.83934 2.65557 -1.91602 0.13
H -0.97810 3.10007 -2.03123 0.14
H -2.46189 3.88240 0.17695 0.08
H -2.03276 1.65607 0.34456 0.13
H -2.11230 0.64691 -2.46136 0.11
H -2.83431 -0.10342 -1.06670 0.12
H -0.65700 -1.31278 -0.62771 0.07
H 0.03372 -0.36426 -3.46155 0.13
H 1.24806 -2.43360 -1.70526 0.08
H 1.48436 -2.12140 -3.33878 0.09
H 0.15403 1.42058 0.68588 0.09
H 0.37932 2.45337 -0.61534 0.14
H 0.41611 0.92225 -0.78313 0.13
H 1.96927 2.57176 1.36775 0.03
H 3.38744 2.13471 0.91633 0.06
O 2.45359 2.10683 0.69754 -0.04
H 3.57841 -2.37245 0.98008 0.05
H 3.82707 -2.72698 -0.49072 0.05
O 3.14238 -2.69871 0.18564 -0.05
H -1.31262 -2.47879 1.56520 0.07
H -0.16517 -3.40848 1.07266 0.03
O -0.49421 -2.49793 1.05929 -0.06
H 0.43417 -0.35298 2.74487 0.06
H 0.69531 -1.01396 1.46097 0.03
O 0.63513 -0.10695 1.83581 -0.07
H 1.53891 -4.92108 2.45108 0.06
H 1.94323 -4.83804 0.95801 0.04
O 1.19964 -4.77325 1.56534 -0.04
H -1.29997 2.93507 3.78295 0.04
H -2.30662 2.21068 2.79545 0.03
O -1.65495 2.90365 2.89664 -0.05
```

Properties
- largest force on an atom (eV/Å) = 2.24
- E_tot (eV) = -22897.0464
- charge = +1
- E_HOMO (eV) = -11.06
- energy relative to the best compared isomer or geometry (same formula, charge and spin) (kcal/mol) = 53.8



Number 1: gap between HOMO and LUMO 10.05 eV. Number 2: gap between HOMO and LUMO 11.19 eV. Number 3: gap between HOMO and LUMO 8.33 eV. Number 4: gap between HOMO and LUMO 8.54 eV.